{"formula": "C3H9NO", "method": "wB97M-V/def2-TZVPD", "elements": ["N", "C", "C", "C", "H", "H", "H", "H", "H", "H", "H", "H", "H", "O"], "xyz": [[-0.8329, 1.1260, 1.7061], [-1.0205, 0.0218, 0.7102], [-1.6023, 0.5947, -1.6379], [-1.9183, 0.5439, -0.3521], [-0.0880, 1.7283, 1.3941], [-0.7660, 0.7576, 2.6414], [-1.4114, -0.8087, 1.2952], [-0.0822, -0.3423, 0.2837], [-2.3801, 0.9657, -2.2976], [-0.5982, 0.5096, -2.0362], [-2.8544, 0.9981, -0.0687], [4.5784, -2.4799, -1.1642], [4.5160, -1.9744, 0.2167], [4.4598, -1.6403, -0.6908]], "forces_ev_per_a": [[-0.485, -0.827, -0.923], [0.302, 1.132, 1.179], [-0.343, 0.868, -0.118], [0.298, -0.495, -0.426], [0.179, 0.064, 0.585], [0.585, 0.329, 0.016], [-0.472, -0.156, -0.338], [0.074, 0.097, -0.111], [0.302, 0.094, -0.254], [-0.078, -0.693, 0.021], [-0.356, -0.415, 0.367], [-0.073, 0.491, -0.271], [-0.068, 0.502, 0.001], [0.136, -0.991, 0.272]], "mulliken_charge": [-0.56, -0.31, -0.70, -0.13, 0.20, 0.21, 0.28, 0.23, 0.24, 0.26, 0.29, 0.32, 0.32, -0.64], "homo_ev": -9.134, "orbital_gap_ev": 10.0, "de_lowest_kj_mol": 167.0, "charge": 0, "total_energy_ha": -249.650096, "spin_multiplicity": 1, "smiles": "C=CCN.O", "lumo_energy_ha": 0.03045}


{"formula": "C43H84Cl4N9O5", "method": "wB97M-V/def2-TZVPD", "elements": ["C", "C", "C", "O", "C", "N", "H", "H", "H", "H", "H", "H", "H", "H", "H", "H", "H", "H", "C", "C", "C", "O", "C", "N", "H", "H", "H", "H", "H", "H", "H", "H", "H", "H", "H", "H", "C", "C", "C", "O", "C", "N", "H", "H", "H", "H", "H", "H", "H", "H", "H", "H", "H", "H", "C", "C", "C", "O", "C", "N", "H", "H", "H", "H", "H", "H", "H", "H", "H", "H", "H", "H", "C", "C", "O", "N", "H", "H", "C", "H", "H", "H", "H", "H", "H", "C", "N", "C", "C", "C", "C", "C", "C", "C", "C", "N", "C", "C", "C", "H", "H", "H", "H", "H", "H", "H", "H", "H", "H", "H", "H", "H", "H", "C", "N", "C", "C", "C", "C", "C", "C", "C", "C", "N", "C", "C", "C", "H", "H", "H", "H", "H", "H", "H", "H", "H", "H", "H", "H", "H", "H", "Cl", "Cl", "Cl", "Cl"], "xyz": [[6.3781, -0.0166, 0.2794], [6.0478, -0.8853, -0.8796], [4.7810, -0.4610, -1.6065], [4.7729, 0.9430, -1.8552], [3.5610, 1.5315, -1.2022], [7.2838, -0.7794, -1.7608], [8.1467, -0.8894, -1.2477], [7.4189, -1.3924, -2.5520], [7.3156, 0.1434, -2.1701], [6.7265, 0.9782, 0.0020], [7.2089, -0.5123, 0.7814], [5.5954, 0.1866, 1.0103], [5.8860, -1.8702, -0.4418], [3.9403, -0.9098, -1.0775], [4.6622, -0.8865, -2.6030], [2.6686, 1.0211, -1.5644], [3.5155, 2.5525, -1.5811], [3.5358, 1.4997, -0.1129], [-4.2041, 2.4532, -4.5612], [-2.7390, 2.9193, -4.5508], [-2.0437, 2.6329, -3.2172], [-0.8105, 3.3934, -3.2875], [0.0491, 3.2030, -2.1734], [-1.9013, 2.2960, -5.6444], [-0.9158, 2.4554, -5.4912], [-2.0883, 1.3047, -5.5937], [-2.1381, 2.6064, -6.5758], [-4.5967, 2.5247, -5.5756], [-4.7231, 3.2699, -4.0594], [-4.5240, 1.5470, -4.0469], [-2.8749, 3.9874, -4.7205], [-1.7840, 1.5751, -3.1769], [-2.6486, 2.8122, -2.3284], [0.1200, 2.1796, -1.8050], [-0.4274, 3.8160, -1.4083], [0.9904, 3.6853, -2.4370], [-3.7901, 4.1154, 1.2556], [-5.2284, 4.1502, 0.9084], [-5.4442, 3.6504, -0.5361], [-6.8319, 3.5820, -0.7830], [-7.3211, 3.9995, -1.9674], [-6.0777, 3.4652, 2.0068], [-5.6703, 2.5928, 2.3118], [-6.0899, 3.9798, 2.8757], [-7.0717, 3.3620, 1.8602], [-3.3513, 4.5195, 0.3433], [-3.4470, 3.0850, 1.3493], [-3.3914, 4.6945, 2.0885], [-5.6521, 5.1441, 1.0519], [-5.1354, 2.6257, -0.7427], [-4.9611, 4.3714, -1.1956], [-8.3949, 3.8176, -2.0119], [-6.7592, 3.5573, -2.7900], [-7.3214, 5.0892, -1.9894], [-0.4501, -3.5804, -3.6975], [1.0595, -3.4644, -3.4256], [1.4295, -4.1678, -2.1013], [2.3140, -3.3250, -1.4098], [2.5893, -3.7737, -0.0846], [1.8031, -4.0421, -4.6170], [2.7537, -4.2705, -4.3636], [1.4522, -4.9383, -4.9232], [1.7759, -3.5053, -5.4721], [-0.6953, -4.5349, -4.1633], [-0.5870, -2.8938, -4.5329], [-1.0853, -3.2725, -2.8670], [1.4462, -2.4473, -3.3609], [1.7367, -5.2094, -2.1949], [0.5011, -4.0979, -1.5345], [3.0025, -2.9413, 0.4849], [3.4030, -4.4947, -0.0065], [1.7270, -4.2001, 0.4281], [-2.2105, -2.6160, 4.2486], [-1.0716, -3.2416, 3.4385], [-0.7496, -2.8394, 2.3304], [-0.4198, -4.5346, 3.8250], [-0.7435, -5.1337, 3.0790], [0.5527, -4.3843, 3.5976], [-0.6466, -4.9943, 5.2772], [-1.8045, -2.1236, 5.1322], [-2.8678, -3.4558, 4.4739], [-2.5548, -1.8646, 3.5379], [-1.7055, -5.2455, 5.2166], [-0.4280, -4.1305, 5.9050], [-0.0672, -5.8872, 5.5120], [0.8418, -0.4485, 3.8328], [2.3342, -0.2617, 3.8999], [3.0856, -1.2255, 4.4837], [4.5090, -1.0823, 4.4595], [5.0926, 0.0724, 3.9319], [4.2062, 1.0807, 3.4617], [2.8738, 0.8449, 3.4231], [6.5938, 0.2346, 3.8786], [7.5054, -0.7622, 3.4430], [8.8665, -0.5480, 3.6147], [9.3761, 0.6575, 3.9769], [8.5278, 1.6846, 4.3145], [7.1590, 1.4597, 4.3359], [10.7708, 0.9089, 4.0666], [0.6359, -1.5077, 3.9871], [0.5095, 0.0185, 2.9056], [0.4675, 0.1962, 4.6280], [2.6212, -2.1342, 4.8374], [5.0672, -1.9109, 4.8698], [4.5282, 2.0594, 3.1381], [2.1859, 1.5615, 2.9992], [7.0684, -1.6531, 3.0167], [9.6035, -1.3018, 3.3799], [9.0211, 2.6262, 4.5054], [6.4794, 2.2611, 4.5856], [11.2862, 0.2403, 3.3770], [11.0434, 0.6418, 5.0876], [11.0006, 1.9667, 3.9393], [-9.1837, 0.3754, -1.3346], [-7.7232, 0.1066, -1.2341], [-7.0818, 0.4489, -0.0990], [-5.7247, 0.3849, -0.0596], [-4.9178, -0.2182, -1.0903], [-5.6273, -0.5757, -2.2466], [-7.0218, -0.3952, -2.2670], [-3.3905, -0.4365, -0.9614], [-2.6042, -0.5228, -2.1033], [-1.2514, -0.6768, -1.9639], [-0.6678, -0.7907, -0.7320], [-1.3748, -0.6346, 0.3962], [-2.7546, -0.5796, 0.3160], [0.7773, -0.7149, -0.7424], [-9.4983, 0.0189, -2.3154], [-9.4650, 1.3747, -1.0023], [-9.6780, -0.3248, -0.6611], [-7.7216, 0.6820, 0.7392], [-5.1998, 0.6664, 0.8413], [-5.1708, -0.8837, -3.1756], [-7.5861, -0.5095, -3.1807], [-2.9934, -0.4608, -3.1089], [-0.5834, -0.7977, -2.8039], [-0.7716, -0.6165, 1.2919], [-3.3003, -0.3316, 1.2144], [0.9943, 0.2426, -0.2688], [1.2372, -1.0446, -1.6740], [0.9931, -1.4893, -0.0063], [1.4210, 0.5256, -4.4682], [-9.3479, 2.5035, 2.1763], [-4.2179, 1.0727, 3.5031], [-3.5308, -1.1836, -5.8916]], "forces_ev_per_a": [[0.962, 1.012, 1.008], [-0.866, 0.084, -0.158], [0.437, 0.332, -1.548], [-1.830, -0.329, 2.379], [0.679, 0.145, -1.723], [-0.024, -0.313, -0.140], [0.372, 0.044, 0.582], [-0.678, -0.778, -0.468], [-0.176, 0.868, -0.155], [-0.030, 0.041, -0.298], [0.042, 0.189, 0.403], [-0.287, -0.511, -0.248], [0.527, -0.469, -0.853], [-0.249, 0.579, 0.452], [0.405, -0.554, -0.137], [0.152, -0.066, -0.360], [0.053, -0.055, 0.273], [0.673, -0.055, 0.223], [-0.190, 0.894, -0.109], [-1.166, -0.230, 0.815], [1.591, 0.579, -1.187], [-0.857, -1.225, -0.035], [-1.034, 1.484, -0.024], [-0.699, 0.358, 0.776], [0.724, 0.071, 0.241], [-0.061, -1.255, -0.366], [-0.285, 0.191, -0.380], [-0.048, -0.549, -0.035], [-0.131, 0.026, 0.213], [0.580, -0.308, -0.408], [0.974, 0.014, -0.129], [0.096, -0.194, -0.144], [-0.194, 0.619, -0.021], [0.252, -0.295, -0.431], [0.319, -0.049, 0.714], [0.107, -0.513, 0.060], [1.213, -0.219, -0.696], [-1.832, 0.263, 1.483], [-1.843, 0.102, 0.471], [0.486, -1.100, 3.003], [-0.874, 1.547, -1.471], [1.247, 0.043, -0.434], [0.239, -1.130, 0.131], [0.418, 0.783, 0.318], [-1.782, -0.630, -0.891], [0.624, 0.123, 0.086], [0.049, -0.104, 0.168], [-0.588, -0.002, 0.102], [0.308, 0.329, -0.943], [1.072, 0.067, 0.282], [0.195, 0.022, -0.097], [0.107, -0.693, -0.087], [-0.247, 0.065, -0.489], [0.507, 0.335, -0.552], [1.145, 0.931, -1.593], [-0.325, -0.857, 0.533], [-1.053, 0.917, -0.423], [1.292, -0.311, 0.856], [0.726, 0.159, -0.086], [0.034, -0.830, 0.441], [0.683, 0.437, -0.094], [-0.746, -0.664, 0.111], [0.086, 1.026, -0.246], [-0.250, -0.321, 0.689], [-0.723, 0.358, 0.025], [0.137, -0.336, -0.145], [-0.368, 0.267, -0.131], [0.244, -0.099, 0.019], [-0.240, -0.696, 0.079], [-0.416, 0.441, -0.011], [-0.086, -0.493, -0.559], [-0.301, 0.146, -0.114], [1.986, -0.779, -1.018], [-1.247, 1.900, -2.305], [0.196, -1.015, 2.166], [0.454, 0.517, 0.949], [-0.330, -1.122, -0.004], [0.613, -0.160, 0.045], [-0.739, -0.100, -1.352], [-0.337, -0.125, 0.301], [-0.546, 0.510, 0.278], [-0.769, 0.013, 0.439], [0.078, -0.036, 0.901], [-0.114, -0.325, 0.088], [0.096, 0.236, -0.153], [1.005, 1.176, 0.541], [-0.643, -2.276, 0.831], [2.168, 1.091, -1.119], [-1.826, -0.202, 0.019], [-0.143, 0.153, -0.256], [1.497, -0.385, 0.407], [-0.504, 0.887, -0.300], [1.246, 0.785, 0.504], [-1.137, 1.077, 1.021], [0.199, 0.470, -0.537], [-3.512, 0.484, 0.070], [-0.001, -1.440, -0.525], [-0.437, -0.537, -0.802], [1.768, -0.525, 0.646], [-0.155, 0.518, -0.270], [-0.145, -0.626, -0.051], [-0.431, -0.374, 0.177], [-0.152, 0.221, 0.159], [0.273, 0.110, 0.054], [0.311, -0.071, -0.209], [-0.054, 0.135, 0.052], [0.570, -0.377, 0.131], [0.023, -0.102, -0.024], [-0.242, 0.119, 0.253], [0.216, 0.189, 0.310], [0.225, 0.402, 0.023], [0.410, -0.011, 0.023], [-0.026, -0.216, -0.338], [-0.273, -1.534, 0.155], [0.563, 0.141, -0.261], [-0.545, -0.319, -0.367], [2.586, -1.447, -0.030], [-0.766, 0.499, 0.329], [-0.455, 0.430, 0.484], [0.247, 0.834, -0.173], [-1.245, -0.113, 0.842], [-0.102, -0.068, 0.208], [0.146, -0.920, 0.820], [-1.026, 1.193, -2.731], [-0.767, -0.568, -0.610], [-0.042, 1.474, -0.712], [-0.151, -1.222, 2.213], [-0.042, 0.761, -0.110], [0.344, 0.096, -0.320], [0.056, 0.094, 0.318], [-0.122, 0.748, 0.383], [-0.222, 0.142, 0.451], [0.174, -0.418, -0.138], [0.039, -0.342, -0.057], [-0.236, -0.075, -0.419], [0.135, 0.389, -0.289], [-0.432, 0.007, 0.119], [-0.279, -0.287, 0.445], [0.724, 0.118, -0.778], [-0.187, 0.934, -0.049], [0.875, -0.033, 0.165], [-0.255, -0.569, 0.828], [1.173, -0.140, -0.614], [0.482, -0.301, -0.780], [0.484, 0.649, 1.031]], "mulliken_charge": [-1.14, 0.10, -0.08, -0.43, -0.02, -0.20, 0.36, 0.36, 0.40, 0.48, 0.54, -0.17, 0.30, -0.20, 0.45, -0.13, 0.33, 0.08, -1.08, -0.25, 0.23, -0.50, -0.47, -0.04, 0.35, 0.13, 0.40, 0.40, 0.28, 0.23, 0.39, -0.29, 0.22, 0.01, 0.41, 0.27, -1.27, 0.18, 0.02, -0.31, -0.80, 0.11, -0.18, 0.43, 0.01, 0.36, 0.19, 0.39, 0.36, -0.34, 0.65, 0.28, 0.25, 0.37, -1.66, 0.33, -0.79, -0.22, -0.79, -0.10, 0.32, 0.39, 0.38, 0.49, 0.52, 0.26, 0.08, 0.55, 0.36, 0.16, 0.36, 0.32, -0.81, 0.10, -0.39, 0.05, 0.41, 0.37, -0.72, 0.35, 0.50, 0.10, 0.37, 0.32, 0.36, -0.34, 0.18, -0.33, -0.70, 0.85, -0.46, -0.69, 0.69, -0.75, -0.29, 0.05, -0.36, -0.68, -0.76, -0.31, 0.27, 0.39, 0.46, 0.57, 0.52, 0.59, 0.60, 0.45, 0.44, 0.54, 0.29, 0.40, 0.32, -0.81, 0.16, -0.62, -0.40, 0.83, -0.50, -0.40, 1.24, -0.73, -0.87, 0.87, 0.05, -0.99, -0.77, 0.31, 0.32, 0.40, 0.45, 0.08, 0.56, 0.41, 0.30, 0.53, 0.03, 0.23, 0.55, -0.24, 0.30, -0.67, -0.67, -0.63, -0.67], "homo_ev": -13.998, "orbital_gap_ev": 0.6, "charge": 5, "total_energy_ha": -4396.566434, "spin_multiplicity": 1, "lumo_energy_ha": -0.49087}


{"formula": "C5H11NO", "method": "wB97M-V/def2-TZVPD", "elements": ["C", "C", "C", "C", "C", "O", "N", "H", "H", "H", "H", "H", "H", "H", "H", "H", "H", "H"], "xyz": [[-2.1900, 0.5345, -0.1049], [-0.7811, 0.0076, 0.3041], [0.1436, 0.1900, -0.9493], [1.5638, -0.5358, -0.8621], [2.0683, -0.8495, 0.5021], [3.0814, -0.5276, 1.0620], [-0.2635, 0.4987, 1.5722], [-2.1706, 1.2138, -0.9447], [-2.7263, -0.3863, -0.3763], [-2.6615, 0.9982, 0.7726], [-0.7937, -1.0933, 0.2808], [0.2630, 1.2731, -1.1343], [-0.3510, -0.1962, -1.8283], [2.2478, 0.1174, -1.4179], [1.4830, -1.5034, -1.3777], [1.4205, -1.6003, 1.0031], [-1.0064, 1.0237, 2.0025], [0.6728, 0.8354, 1.4962]], "forces_ev_per_a": [[0.570, -1.300, 1.181], [0.579, -0.726, -2.185], [0.907, 0.557, 1.284], [-0.630, 1.474, -0.959], [-0.394, -1.392, 0.616], [0.184, 0.679, -0.459], [-1.079, -1.001, -1.138], [0.064, 0.292, -0.087], [-0.377, 0.636, -0.057], [-0.180, -0.087, -0.404], [-0.614, -0.036, 0.777], [0.275, -0.333, 0.136], [-0.340, -0.211, -0.115], [0.183, -0.413, 0.160], [0.058, 0.172, 0.144], [-0.111, 0.154, 0.142], [0.849, 0.630, 0.446], [0.057, 0.904, 0.518]], "mulliken_charge": [-1.23, 0.48, -1.10, -0.33, -0.12, -0.48, -0.49, 0.33, 0.29, 0.40, 0.18, 0.41, 0.39, 0.28, 0.32, 0.32, 0.21, 0.15], "homo_ev": -9.198, "orbital_gap_ev": 10.1, "de_lowest_kj_mol": 176.4, "charge": 0, "total_energy_ha": -327.064147, "spin_multiplicity": 1, "smiles": "C[C@H](N)CCC=O", "lumo_energy_ha": 0.03367}